# 1
This record from the Open Molecules 2025 dataset describes one molecule with the formula C5H6O. The level of theory is ωB97M-V/def2-TZVPD.

CARTESIAN COORDINATES (ANGSTROEM)
C1 -1.33 -2.07 1.46
C2 -1.19 -1.24 0.60
C3 -0.97 -0.25 -0.45
C4 -0.37 1.05 0.03
C5 1.69 1.15 -0.33
O1 0.45 1.49 -0.97
H1 -1.48 -2.80 2.23
H2 -1.94 0.15 -0.80
H3 -0.45 -0.67 -1.32
H4 1.45 0.99 0.73
H5 2.07 0.22 -0.76
H6 2.39 1.97 -0.42

Computed properties:
Energy above the lowest of the compared OMol25 structures with the same formula, charge and spin   133.0 kcal per mole
E_HOMO   -8.519 eV
E   -7323.5183 eV
Orbital gap   8.802 eV

Mulliken charges in e: 0.184 -0.432 -0.404 -0.326 -0.595 -0.205 0.400 0.224 0.286 0.356 0.233 0.280


# 2
This record from the Open Molecules 2025 dataset describes one molecule with the formula C5H6O. The level of theory is ωB97M-V/def2-TZVPD.

CARTESIAN COORDINATES (ANGSTROEM)
C1 0.91 2.37 0.75
C2 0.29 1.22 0.29
C3 0.14 0.12 -0.39
C4 -0.18 -1.23 0.04
C5 -1.50 -1.78 -0.35
O1 -0.33 -2.23 -0.98
H1 0.32 3.19 1.15
H2 -0.14 1.36 1.37
H3 1.99 2.45 0.80
H4 0.27 -1.63 0.95
H5 -2.16 -1.17 -0.97
H6 -1.98 -2.48 0.32

Computed properties:
Energy above the lowest of the compared OMol25 structures with the same formula, charge and spin   143.6 kcal per mole
E_HOMO (spin up / spin down)   -8.052 / -8.051 eV
E   -7323.0567 eV
Orbital gap (spin up / spin down)   7.685 / 7.683 eV

Mulliken charges in e: -0.812 0.145 -0.564 0.339 -0.359 -0.379 0.278 0.220 0.243 0.382 0.258 0.249


# 3
This record from the Open Molecules 2025 dataset describes C5H6O as an isolated structure. The level of theory is ωB97M-V/def2-TZVPD.

CARTESIAN COORDINATES (ANGSTROEM)
C1 -1.78 -0.10 -0.02
C2 -0.29 -0.02 -0.09
C3 0.43 1.30 -0.02
O1 1.82 1.01 -0.68
C4 1.81 -0.12 -0.07
C5 0.62 -0.98 -0.25
H1 -2.21 0.48 -0.85
H2 -2.16 0.36 0.90
H3 -2.14 -1.13 -0.08
H4 0.66 1.61 1.01
H5 2.67 -0.36 0.57
H6 0.56 -2.05 -0.42

Computed properties:
Energy above the lowest of the compared OMol25 structures with the same formula, charge and spin   114.7 kcal per mole
E_HOMO (spin up / spin down)   -7.191 / -7.193 eV
E   -7324.3123 eV
Orbital gap (spin up / spin down)   6.962 / 6.964 eV

Mulliken charges in e: -1.065 0.810 -0.862 -0.215 0.142 -0.638 0.294 0.279 0.304 0.193 0.338 0.421


# 4
This record from the Open Molecules 2025 dataset describes one molecule with the formula C5H6O at a distorted geometry. The level of theory is ωB97M-V/def2-TZVPD.

CARTESIAN COORDINATES (ANGSTROEM)
C1 -0.46 -1.80 1.94
C2 -0.04 -0.87 0.89
C3 0.30 -0.10 0.03
C4 0.72 0.84 -1.01
C5 -0.31 1.73 -1.79
O1 0.14 2.82 -2.12
H1 -1.08 -1.30 2.69
H2 0.40 -2.24 2.45
H3 -1.05 -2.62 1.52
H4 1.31 0.30 -1.77
H5 1.41 1.59 -0.60
H6 -1.23 2.02 -2.33

Computed properties:
Energy above the lowest of the compared OMol25 structures with the same formula, charge and spin   76.7 kcal per mole
Structure (SMILES)   CC#CCC=O
E_HOMO   -9.302 eV
E   -7325.9568 eV
Orbital gap   10.183 eV

Mulliken charges in e: -1.269 0.733 -0.064 -0.730 -0.140 -0.453 0.290 0.301 0.287 0.296 0.268 0.481


# 5
This record from the Open Molecules 2025 dataset describes one molecule with the formula C5H6O. The level of theory is ωB97M-V/def2-TZVPD.

CARTESIAN COORDINATES (ANGSTROEM)
C1 1.50 -0.22 -0.72
C2 0.45 -0.94 -0.30
C3 -0.01 0.65 1.54
C4 -1.17 0.61 0.63
O1 -1.08 0.94 -0.77
C5 -0.95 -0.41 -0.39
H1 1.34 0.72 -1.24
H2 2.52 -0.54 -0.53
H3 0.58 -1.87 0.23
H4 0.73 1.39 1.18
H5 -2.15 0.75 1.08
H6 -1.75 -1.09 -0.71

Computed properties:
Energy above the lowest of the compared OMol25 structures with the same formula, charge and spin   130.2 kcal per mole
E_HOMO   -9.013 eV
E   -7323.6364 eV
Orbital gap   8.590 eV

Mulliken charges in e: -0.625 -0.566 -0.466 0.053 -0.442 0.122 0.314 0.259 0.343 0.187 0.412 0.410


# 6
This record from the Open Molecules 2025 dataset describes one molecule with the formula C5H6O. The level of theory is ωB97M-V/def2-TZVPD.

CARTESIAN COORDINATES (ANGSTROEM)
C1 -1.48 -0.92 -0.21
C2 -0.12 -0.32 -0.19
C3 1.05 -1.05 -0.21
C4 1.91 -0.05 0.27
O1 1.47 1.18 0.54
C5 0.10 1.15 0.06
H1 -1.36 -1.99 -0.07
H2 -1.93 -0.72 -1.18
H3 -2.11 -0.48 0.57
H4 2.97 -0.17 0.50
H5 -0.59 1.62 0.77
H6 0.08 1.76 -0.86

Computed properties:
Energy above the lowest of the compared OMol25 structures with the same formula, charge and spin   76.1 kcal per mole
Structure (SMILES)   CC1=C=COC1
E_HOMO (spin up / spin down)   -8.018 / -8.018 eV
E   -7325.9844 eV
Orbital gap (spin up / spin down)   7.745 / 7.746 eV

Mulliken charges in e: -1.119 0.703 -0.838 0.115 -0.323 -0.411 0.319 0.283 0.330 0.410 0.298 0.234


# 7
This record from the Open Molecules 2025 dataset describes C5H6O as an isolated structure. The level of theory is ωB97M-V/def2-TZVPD.

CARTESIAN COORDINATES (ANGSTROEM)
C1 1.52 0.22 -0.52
C2 0.10 0.04 -0.23
C3 -0.94 -0.90 -0.73
O1 -1.69 -0.69 0.49
C4 -0.71 0.35 0.84
C5 -0.53 1.34 1.80
H1 1.91 1.10 0.00
H2 1.74 0.24 -1.59
H3 2.02 -0.67 -0.10
H4 -0.59 -1.92 -0.94
H5 -1.51 -0.53 -1.59
H6 -1.32 1.42 2.57

Computed properties:
Energy above the lowest of the compared OMol25 structures with the same formula, charge and spin   116.2 kcal per mole
E_HOMO   -8.499 eV
E   -7324.2472 eV
Orbital gap   7.442 eV

Mulliken charges in e: -1.114 0.589 -0.207 -0.433 0.203 -0.733 0.365 0.329 0.267 0.273 0.216 0.246


# 8
This record from the Open Molecules 2025 dataset describes C5H6O as an isolated structure at a distorted geometry. The level of theory is ωB97M-V/def2-TZVPD.

CARTESIAN COORDINATES (ANGSTROEM)
C1 0.43 0.54 0.95
C2 0.43 0.76 -0.61
C3 -1.04 0.04 0.41
C4 -0.50 -1.22 -0.43
C5 0.57 -0.59 -1.10
H1 1.22 -0.01 1.72
H2 0.19 1.33 1.70
H3 1.31 1.30 -0.90
H4 -2.08 -0.28 0.85
H5 -0.95 -2.24 -0.34
H6 1.28 -0.80 -1.77
O1 -0.85 1.17 -0.49

Computed properties:
Energy above the lowest of the compared OMol25 structures with the same formula, charge and spin   112.8 kcal per mole
E_HOMO   -9.069 eV
E   -7324.3924 eV
Orbital gap   10.195 eV

Mulliken charges in e: -0.544 0.038 -0.011 -0.440 -0.649 0.197 0.251 0.414 0.339 0.359 0.486 -0.439


# 9
This record from the Open Molecules 2025 dataset describes one molecule with the formula C5H6O. The level of theory is ωB97M-V/def2-TZVPD.

CARTESIAN COORDINATES (ANGSTROEM)
O1 -0.42 2.60 -0.38
C1 -0.59 1.44 -0.17
C2 -1.38 0.23 -0.31
C3 0.60 -1.74 -0.15
C4 1.26 -0.42 -0.18
C5 0.00 0.22 0.44
H1 -2.27 0.08 0.31
H2 -1.42 -0.26 -1.28
H3 0.72 -2.09 0.90
H4 1.44 -0.03 -1.19
H5 2.11 -0.20 0.47
H6 -0.06 0.15 1.53

Computed properties:
Energy above the lowest of the compared OMol25 structures with the same formula, charge and spin   125.3 kcal per mole
E_HOMO   -8.760 eV
E   -7323.8516 eV
Orbital gap   8.593 eV

Mulliken charges in e: -0.489 0.377 -0.541 -0.494 -0.248 -0.232 0.288 0.259 0.140 0.253 0.290 0.397